DFT (wB97M-V/def2-TZVPD) results for 2 unconnected molecules or ions with the total composition C4H11N2O.

CARTESIAN COORDINATES (ANGSTROEM)
1 C -0.9595 0.5175 1.2463
2 C 2.1007 0.8112 -1.4959
3 C -0.1316 -2.0718 -0.9364
4 C 0.9170 0.0145 -1.0352
5 N -2.2121 0.3021 1.6008
6 N -0.2284 0.9558 2.2033
7 O 0.9620 -1.2251 -1.2413
8 H 2.2559 1.6151 -0.8659
9 H 1.8811 1.0494 -2.5372
10 H 3.0167 0.1336 -1.7604
11 H -1.0105 -1.5611 -0.6310
12 H 0.2564 -2.5093 -0.0022
13 H -0.0755 -2.7396 -1.7474
14 H 0.0702 0.5212 -0.3858
15 H -2.7975 0.1049 0.8618
16 H -2.6772 0.6943 2.4173
17 H 0.7956 0.7133 2.1617
18 H -0.4681 1.1473 3.2138

Output
HOMO (eV): -12.785
LUMO level (eV): -4.542
Charge: +1
DFT total energy (eV): -9344.256
ΔE to the lowest compared entry with this formula, charge and spin (kcal/mol): 106.1